Record 1
Below is a structure of composition C22H29I2N2O3P2Ru, with properties calculated with ωB97M-V with the def2-TZVPD basis set.

As for the HOMO energy (alpha / beta): -0.58551 / -0.61423 Ha. Its total energy is -2562.85176 Eh. For the LUMO energy (alpha / beta), the calculation gives -11.614 / -12.535 eV.

Geometry as ORCA input:
```
! wB97M-V def2-TZVPD RIJCOSX def2/J DEFGRID3
* xyz 3 5
I -2.583 0.127 -0.856
I -0.488 0.372 -3.121
Ru 0.524 0.151 -0.227
P -0.204 -1.968 -0.638
C -0.866 -2.851 0.802
C -1.227 -2.753 -1.990
H -1.018 -3.840 -1.957
H 1.069 -3.933 -1.008
H -0.937 -2.373 -2.977
H 1.738 -2.544 -1.928
H -1.757 -2.337 1.166
H -2.301 -2.610 -1.857
C 1.334 -2.872 -0.967
H -1.144 -3.846 0.452
H 2.065 -2.690 -0.167
H -0.100 -2.963 1.576
P -0.201 2.319 -0.485
C -0.736 3.154 1.050
C 1.333 3.208 -0.933
H -1.214 2.799 -2.707
H -1.088 4.236 -1.694
H -2.390 3.015 -1.414
C -1.341 3.165 -1.681
H 1.729 2.820 -1.880
H 1.074 4.267 -1.055
H -0.786 4.233 0.865
H -0.031 2.965 1.867
H 2.073 3.105 -0.129
H -1.733 2.796 1.325
C 0.565 0.271 1.591
O 0.553 0.381 2.765
O 3.076 -1.848 1.362
C 2.606 -1.989 2.482
N 3.157 -1.368 3.636
C 2.412 -1.722 4.717
C 1.356 -2.539 4.197
O 0.357 -3.023 4.927
N 1.494 -2.732 2.896
C 2.729 -1.441 6.079
C 3.141 -2.475 6.958
C 3.523 -2.131 8.252
C 3.461 -0.809 8.701
C 3.038 0.219 7.849
C 2.704 -0.097 6.531
C -0.479 -2.130 5.650
C -0.434 -2.189 7.044
C -1.078 -1.182 7.768
C -1.851 -0.231 7.107
C -1.972 -0.253 5.708
C -1.277 -1.216 4.963
H 3.998 -0.804 3.628
H 3.154 -3.502 6.592
H 3.877 -2.913 8.924
H 3.789 -0.562 9.721
H 3.018 1.263 8.185
H 2.390 0.664 5.816
H 0.154 -2.945 7.556
H -0.998 -1.141 8.858
H -2.351 0.552 7.683
H -2.568 0.509 5.195
H -1.402 -1.286 3.880
*
```

Just the Mulliken charges please, in e? Sure, here they are: number 1, I, carries 0.30; number 2, I, carries 0.18; number 3, Ru, carries -0.01; number 4, P, carries 0.46; number 5, C, carries -0.90; number 6, C, carries -1.18; number 7, H, carries 0.44; number 8, H, carries 0.43; number 9, H, carries 0.43; number 10, H, carries 0.39; number 11, H, carries 0.33; number 12, H, carries 0.48; number 13, C, carries -1.09; number 14, H, carries 0.50; number 15, H, carries 0.28; number 16, H, carries 0.26; number 17, P, carries 0.52; number 18, C, carries -1.20; number 19, C, carries -1.21; number 20, H, carries 0.40; number 21, H, carries 0.44; number 22, H, carries 0.43; number 23, C, carries -1.20; number 24, H, carries 0.36; number 25, H, carries 0.43; number 26, H, carries 0.43; number 27, H, carries 0.41; number 28, H, carries 0.41; number 29, H, carries 0.34; number 30, C, carries 0.83; number 31, O, carries -0.46; number 32, O, carries -0.63; number 33, C, carries -0.27; number 34, N, carries 0.12; number 35, C, carries -0.19; number 36, C, carries 0.41; number 37, O, carries -0.39; number 38, N, carries -0.40; number 39, C, carries 0.75; number 40, C, carries -0.14; number 41, C, carries -0.74; number 42, C, carries -0.42; number 43, C, carries -0.78; number 44, C, carries -0.20; number 45, C, carries 0.28; number 46, C, carries -0.06; number 47, C, carries -0.51; number 48, C, carries -0.43; number 49, C, carries -0.50; number 50, C, carries -0.14; number 51, H, carries 0.25; number 52, H, carries 0.53; number 53, H, carries 0.44; number 54, H, carries 0.45; number 55, H, carries 0.46; number 56, H, carries 0.47; number 57, H, carries 0.51; number 58, H, carries 0.48; number 59, H, carries 0.45; number 60, H, carries 0.44; number 61, H, carries 0.51



Record 2
Below is the molecule C7H12N2O2, with properties calculated with ωB97M-V with the def2-TZVPD basis set.

As for the HOMO energy (alpha / beta): -0.24848 / -0.21880 Ha. Its total energy is -533.68000 Eh. For the LUMO energy (alpha / beta), the calculation gives 0.762 / 0.739 eV.

Geometry as ORCA input:
```
! wB97M-V def2-TZVPD RIJCOSX def2/J DEFGRID3
* xyz 0 1
C 0.162 0.512 -0.881
C -1.065 -1.197 0.453
C -1.100 1.406 0.806
C 0.240 -1.813 0.753
C -1.059 0.205 -0.208
C -2.335 0.401 -1.052
C 2.682 0.458 -0.725
N 1.449 -1.060 0.503
N 1.319 -0.067 -0.381
O -0.451 -2.198 -0.352
O -0.362 1.173 2.023
H 0.275 1.364 -1.597
H -1.829 -1.563 1.094
H -0.806 2.429 0.605
H 0.473 -2.486 1.606
H -2.557 1.380 -1.591
H -3.105 0.084 -0.351
H -2.189 -0.425 -1.833
H 2.962 0.708 -1.832
H 2.906 1.366 -0.207
H 3.307 -0.358 -0.481
H 1.705 -0.580 1.365
H -0.621 0.260 2.283
*
```

Just the Mulliken charges please, in e? Sure, here they are: number 1, C, carries -1.17; number 2, C, carries -1.36; number 3, C, carries -0.88; number 4, C, carries 0.31; number 5, C, carries 2.37; number 6, C, carries -1.55; number 7, C, carries -0.98; number 8, N, carries -0.57; number 9, N, carries 0.39; number 10, O, carries -0.47; number 11, O, carries -0.53; number 12, H, carries 0.37; number 13, H, carries 0.58; number 14, H, carries 0.35; number 15, H, carries 0.45; number 16, H, carries 0.33; number 17, H, carries 0.38; number 18, H, carries 0.38; number 19, H, carries 0.29; number 20, H, carries 0.34; number 21, H, carries 0.35; number 22, H, carries 0.28; number 23, H, carries 0.34



Record 3
Below is a cluster of 8 separate species, C25H40IN9O2PS2 in total, with properties calculated with ωB97M-V with the def2-TZVPD basis set.

As for the HOMO energy: -0.16863 Ha. Its total energy is -3055.26523 Eh. For the LUMO energy, the calculation gives 1.052 eV.

Geometry as ORCA input:
```
! wB97M-V def2-TZVPD RIJCOSX def2/J DEFGRID3
* xyz -1 1
O -5.431 -4.701 -5.427
C -4.410 -5.315 -5.306
O -4.233 -6.511 -5.994
C -3.219 -4.867 -4.518
C -2.405 -3.796 -5.277
C -1.643 -2.804 -4.405
P -2.629 -1.984 -2.980
I -2.903 0.352 -4.421
C -1.021 -1.313 -2.210
C -1.298 -0.696 -0.853
C 0.008 -0.223 -0.228
S -0.219 1.072 1.032
C 0.200 0.186 2.497
S -0.747 -0.976 3.124
N 1.389 0.597 3.082
C 2.345 1.454 2.551
C 3.328 1.538 3.455
N 3.016 0.793 4.585
C 1.887 0.235 4.315
H -4.205 -7.237 -5.362
H -3.593 -4.471 -3.577
H -2.590 -5.730 -4.302
H -1.673 -4.340 -5.879
H -3.047 -3.276 -5.988
H -1.298 -2.003 -5.057
H -0.749 -3.285 -4.001
H -3.404 -1.293 -1.962
H -3.863 -2.359 -3.626
H -2.595 -3.193 -2.165
H -0.295 -2.124 -2.120
H -0.619 -0.552 -2.878
H -1.777 -1.433 -0.206
H -1.964 0.158 -0.976
H 0.641 0.216 -0.997
H 0.565 -1.050 0.208
H 2.229 1.913 1.590
H 4.238 2.095 3.331
H 1.339 -0.423 4.966
C 0.185 5.621 1.865
C 1.581 5.223 1.920
N 2.689 4.929 1.946
H -0.462 4.775 2.090
H 0.010 6.415 2.590
H -0.047 5.982 0.867
C 0.400 3.123 -2.354
C -0.501 3.848 -1.474
N -1.202 4.366 -0.729
H 0.037 2.110 -2.523
H 0.473 3.626 -3.317
H 1.384 3.079 -1.892
C -7.984 -5.756 -3.352
C -7.595 -6.933 -2.592
N -7.296 -7.869 -2.003
H -8.189 -4.926 -2.679
H -7.185 -5.462 -4.033
H -8.878 -5.976 -3.933
C 5.095 5.015 4.844
C 5.731 4.128 3.886
N 6.163 3.395 3.121
H 5.562 4.908 5.821
H 5.190 6.047 4.511
H 4.039 4.760 4.918
C 4.594 1.620 -2.565
C 3.312 0.987 -2.836
N 2.297 0.496 -3.035
H 5.269 0.902 -2.103
H 5.034 1.978 -3.494
H 4.457 2.461 -1.887
C -2.537 1.358 5.402
C -1.851 2.316 4.552
N -1.282 3.047 3.879
H -2.584 1.733 6.423
H -3.546 1.194 5.031
H -1.997 0.412 5.387
C 6.319 0.653 5.475
C 7.485 -0.103 5.905
N 8.402 -0.699 6.246
H 6.501 1.073 4.487
H 5.433 0.022 5.436
H 6.136 1.467 6.174
*
```

Just the Mulliken charges please, in e? Sure, here they are: number 1, O, carries -0.56; number 2, C, carries 0.08; number 3, O, carries -0.51; number 4, C, carries 0.15; number 5, C, carries -0.89; number 6, C, carries -0.93; number 7, P, carries -0.41; number 8, I, carries -0.54; number 9, C, carries -0.88; number 10, C, carries -0.59; number 11, C, carries -0.19; number 12, S, carries -0.05; number 13, C, carries 0.12; number 14, S, carries -0.26; number 15, N, carries 0.30; number 16, C, carries -0.71; number 17, C, carries -0.43; number 18, N, carries -0.52; number 19, C, carries -0.22; number 20, H, carries 0.34; number 21, H, carries 0.24; number 22, H, carries 0.32; number 23, H, carries 0.40; number 24, H, carries 0.41; number 25, H, carries 0.45; number 26, H, carries 0.34; number 27, H, carries 0.21; number 28, H, carries 0.14; number 29, H, carries 0.01; number 30, H, carries 0.37; number 31, H, carries 0.24; number 32, H, carries 0.31; number 33, H, carries 0.41; number 34, H, carries -0.25; number 35, H, carries 0.57; number 36, H, carries 0.69; number 37, H, carries 0.32; number 38, H, carries 0.42; number 39, C, carries -0.84; number 40, C, carries 0.50; number 41, N, carries -0.46; number 42, H, carries 0.22; number 43, H, carries 0.32; number 44, H, carries 0.31; number 45, C, carries -0.14; number 46, C, carries 0.28; number 47, N, carries -0.52; number 48, H, carries -0.07; number 49, H, carries 0.42; number 50, H, carries 0.02; number 51, C, carries -0.45; number 52, C, carries 0.34; number 53, N, carries -0.40; number 54, H, carries 0.26; number 55, H, carries 0.03; number 56, H, carries 0.25; number 57, C, carries -0.88; number 58, C, carries 0.52; number 59, N, carries -0.53; number 60, H, carries 0.34; number 61, H, carries 0.32; number 62, H, carries 0.28; number 63, C, carries -0.98; number 64, C, carries 0.45; number 65, N, carries -0.36; number 66, H, carries 0.30; number 67, H, carries 0.31; number 68, H, carries 0.28; number 69, C, carries -0.86; number 70, C, carries 0.44; number 71, N, carries -0.38; number 72, H, carries 0.31; number 73, H, carries 0.27; number 74, H, carries 0.20; number 75, C, carries -0.44; number 76, C, carries 0.19; number 77, N, carries -0.39; number 78, H, carries 0.18; number 79, H, carries 0.24; number 80, H, carries 0.22



Record 4
Below is a cluster of 2 separate species, C2H4N2O4 in total, with properties calculated with ωB97M-V with the def2-TZVPD basis set.

As for the HOMO energy: -0.36254 Ha. Its total energy is -488.90769 Eh. For the LUMO energy, the calculation gives 0.424 eV. The structure (SMILES) is O=C1N[C@H]1O.O=NO.

Geometry as ORCA input:
```
! wB97M-V def2-TZVPD RIJCOSX def2/J DEFGRID3
* xyz 0 1
O 0.883 1.327 -0.057
C 0.146 0.444 -0.350
N -0.074 -0.820 -0.345
C -1.309 -0.031 -0.374
O -2.139 0.237 0.699
H 0.287 -1.720 -0.656
H -1.803 0.038 -1.252
H -1.555 -0.091 1.378
O 5.135 -0.677 0.204
N 3.991 -0.404 -0.002
O 3.698 0.936 0.053
H 2.670 1.183 -0.001
*
```

Just the Mulliken charges please, in e? Sure, here they are: number 1, O, carries -0.65; number 2, C, carries 0.60; number 3, N, carries -0.25; number 4, C, carries -0.34; number 5, O, carries -0.47; number 6, H, carries 0.25; number 7, H, carries 0.47; number 8, H, carries 0.33; number 9, O, carries -0.37; number 10, N, carries 0.23; number 11, O, carries -0.35; number 12, H, carries 0.52



Record 5
Below is the molecule C5H6O, with properties calculated with ωB97M-V with the def2-TZVPD basis set.

As for the HOMO energy: -0.31162 Ha. Its total energy is -269.34030 Eh. For the LUMO energy, the calculation gives 1.140 eV. The structure (SMILES) is Cc1ccco1.

Geometry as ORCA input:
```
! wB97M-V def2-TZVPD RIJCOSX def2/J DEFGRID3
* xyz 0 1
C -1.885 -0.148 0.233
C -0.424 -0.032 0.003
C 0.412 1.006 -0.250
C 1.738 0.457 -0.258
C 1.592 -0.868 -0.022
O 0.283 -1.186 0.134
H -2.097 -0.380 1.282
H -2.305 -0.958 -0.368
H -2.393 0.783 -0.029
H 0.118 2.038 -0.400
H 2.676 0.976 -0.400
H 2.286 -1.688 0.075
*
```

Just the Mulliken charges please, in e? Sure, here they are: number 1, C, carries -1.07; number 2, C, carries 0.45; number 3, C, carries -0.42; number 4, C, carries -0.35; number 5, C, carries -0.35; number 6, O, carries -0.32; number 7, H, carries 0.26; number 8, H, carries 0.29; number 9, H, carries 0.30; number 10, H, carries 0.40; number 11, H, carries 0.38; number 12, H, carries 0.43